No. 1
{
  "formula": "C3H5NO",
  "method": "ωB97M-V/def2-TZVPD",
  "smiles": "O=CN1CC1",
  "lumo_ev": 0.93,
  "orbital_gap_ev": 11.336,
  "max_force_ev_per_a": 5.91,
  "energy_ev": -6726.29544,
  "e_homo_ev": -10.4,
  "species": ["O", "N", "C", "C", "C", "H", "H", "H", "H", "H"],
  "positions_angstrom": [[1.611062, -0.730088, -0.922230], [-0.694885, -0.634830, 0.176588], [-0.671903, 0.643868, -0.527323], [-0.216309, 0.633646, 0.874775], [0.572053, -1.197527, -0.375101], [0.714027, -2.256784, -0.113676], [-0.930910, 0.684663, 1.692459], [0.863747, 0.869382, 0.986777], [0.318157, 0.970043, -1.195156], [-1.565040, 1.017627, -0.597113]],
  "atomic_forces_ev_per_a": [[-4.31, -0.25, 1.56], [4.59, -0.22, -2.64], [5.79, 1.13, 0.31], [-0.10, -0.41, 0.44], [3.39, -1.37, 0.22], [-0.74, -0.09, -0.05], [0.47, 0.98, 0.01], [-0.94, -0.71, 0.40], [-3.34, -1.25, 1.23], [-4.81, 2.20, -1.50]],
  "nbo_charge": [-0.57, -0.43, -0.28, -0.27, 0.52, 0.13, 0.22, 0.22, 0.25, 0.20]
}

No. 2
{
  "formula": "C3H5NO",
  "method": "ωB97M-V/def2-TZVPD",
  "lumo_ev": [1.04, -2.14],
  "orbital_gap_ev": [7.364, 7.613],
  "max_force_ev_per_a": 10.91,
  "multiplicity": 3,
  "energy_ev": -6722.98060,
  "e_homo_ev": [-6.3, -9.8],
  "species": ["O", "N", "C", "C", "C", "H", "H", "H", "H", "H"],
  "positions_angstrom": [[-1.180403, -1.233105, -0.496811], [-0.547147, -0.191756, 0.337412], [-1.078234, 0.076440, 1.457020], [1.112836, -0.044124, -1.382321], [0.591770, 0.417505, -0.243591], [-0.539875, 0.685691, 2.017292], [0.941720, 1.219454, 0.350252], [-1.940078, -0.560950, 1.662319], [2.055938, 0.406203, -1.654445], [0.583473, -0.775357, -2.047127]],
  "atomic_forces_ev_per_a": [[1.71, 3.28, 3.20], [2.32, -3.67, -10.01], [-5.68, -2.08, 2.91], [-0.04, 0.10, -0.66], [-1.88, -2.09, -0.11], [1.77, 2.50, 3.08], [0.66, 0.57, 0.45], [0.34, 0.72, 0.63], [-0.07, -0.07, -0.48], [0.87, 0.74, 1.01]],
  "nbo_charge": [-0.17, -0.12, -0.23, -0.45, -0.06, 0.18, 0.20, 0.22, 0.21, 0.23]
}

No. 3
{
  "formula": "C3H5NO2",
  "method": "ωB97M-V/def2-TZVPD",
  "lumo_ev": -0.14,
  "orbital_gap_ev": 9.383,
  "max_force_ev_per_a": 1.29,
  "energy_ev": -8773.75234,
  "e_homo_ev": -9.5,
  "species": ["O", "O", "N", "C", "C", "C", "H", "H", "H", "H", "H"],
  "positions_angstrom": [[-0.277982, -0.368067, 2.255444], [-0.668153, -1.252914, -2.207449], [0.267183, -0.057517, 0.040093], [0.173390, -0.769734, 1.199556], [-0.273134, 1.288311, 0.029816], [0.283649, -1.172400, -1.565035], [-1.298969, 1.301453, 0.413545], [1.163600, -0.791098, -0.920220], [-0.268173, 1.670991, -0.997164], [0.569555, -1.804679, 1.095270], [0.329034, 1.955655, 0.656143]],
  "atomic_forces_ev_per_a": [[0.09, -0.11, -0.26], [0.94, 0.10, 0.69], [-0.06, -0.02, 0.34], [0.03, 0.08, -0.03], [-0.04, 0.15, -0.02], [-0.95, -0.18, -0.86], [0.14, 0.01, -0.06], [0.00, -0.03, 0.09], [-0.01, -0.05, 0.15], [-0.05, 0.13, 0.04], [-0.09, -0.08, -0.08]],
  "nbo_charge": [-0.61, -0.40, -0.67, 0.51, -0.43, 0.53, 0.21, 0.36, 0.19, 0.10, 0.21]
}

No. 4
{
  "formula": "C3H5NO2",
  "method": "ωB97M-V/def2-TZVPD",
  "lumo_ev": -0.07,
  "orbital_gap_ev": 9.708,
  "max_force_ev_per_a": 2.99,
  "energy_ev": -8773.45060,
  "e_homo_ev": -9.8,
  "species": ["O", "O", "N", "C", "C", "C", "H", "H", "H", "H", "H"],
  "positions_angstrom": [[-0.236013, 0.387358, -1.337777], [-0.537516, -0.643564, 2.644905], [-1.237677, -1.423676, -0.292617], [1.184171, 0.808693, -0.278967], [-1.265139, -0.286572, -0.877264], [-0.166142, -0.475057, 1.593205], [1.247201, 1.132462, 0.762654], [-0.296249, -1.819960, -0.372315], [1.266055, 1.622486, -0.948332], [-2.214627, 0.254854, -0.935460], [1.861540, 0.005557, -0.510506]],
  "atomic_forces_ev_per_a": [[2.30, 1.04, 1.60], [-0.18, -0.04, -0.06], [-0.46, -0.01, -1.19], [-0.96, -0.18, -1.97], [-0.40, -0.88, 1.09], [0.20, -0.16, 1.33], [-0.98, -0.33, -0.46], [-0.12, 0.17, 0.17], [0.60, 0.77, -0.44], [0.02, -0.11, -0.09], [-0.03, -0.27, 0.02]],
  "nbo_charge": [-0.59, -0.50, -0.69, -0.21, 0.42, 0.49, 0.21, 0.34, 0.20, 0.14, 0.20]
}

No. 5
{
  "formula": "C3H5NO2",
  "method": "ωB97M-V/def2-TZVPD",
  "lumo_ev": 0.66,
  "orbital_gap_ev": 9.539,
  "max_force_ev_per_a": 0.59,
  "energy_ev": -8774.20152,
  "e_homo_ev": -8.9,
  "species": ["O", "O", "N", "C", "C", "C", "H", "H", "H", "H", "H"],
  "positions_angstrom": [[0.115194, -0.209182, -0.980978], [1.530841, 1.650026, -0.525545], [1.969356, -0.380007, 0.498286], [1.199923, 0.541169, -0.199228], [-0.521805, 0.196073, 0.066348], [-1.988555, -0.058965, 0.074144], [-2.310133, -0.641409, -0.798122], [-2.267368, -0.563057, 1.005383], [1.829402, -1.348882, 0.250090], [-2.496305, 0.913162, 0.085032], [2.939455, -0.098933, 0.524593]],
  "atomic_forces_ev_per_a": [[-0.06, 0.17, 0.25], [-0.19, -0.47, 0.13], [0.06, 0.01, -0.10], [0.48, 0.32, -0.11], [-0.42, -0.19, -0.24], [0.03, -0.01, 0.02], [0.07, 0.08, 0.10], [0.06, 0.09, -0.10], [-0.02, 0.12, 0.03], [0.09, -0.10, 0.02], [-0.10, -0.01, 0.01]],
  "nbo_charge": [-0.48, -0.61, -0.86, 0.81, 0.37, -0.74, 0.22, 0.25, 0.39, 0.26, 0.40]
}

No. 6
{
  "formula": "C3H5NO2",
  "method": "ωB97M-V/def2-TZVPD",
  "lumo_ev": 0.29,
  "orbital_gap_ev": 9.480,
  "max_force_ev_per_a": 0.52,
  "energy_ev": -8773.08567,
  "e_homo_ev": -9.2,
  "species": ["O", "O", "N", "C", "C", "C", "H", "H", "H", "H", "H"],
  "positions_angstrom": [[1.324281, -0.136197, 0.347916], [-0.870423, -0.602251, -0.037510], [0.746491, -1.237569, -1.576976], [-1.195124, 0.338553, 0.996870], [1.982043, 0.964706, 0.054518], [0.371819, -0.680100, -0.517301], [-2.064086, -0.077940, 1.502272], [-0.377849, 0.461951, 1.703345], [-0.057477, -1.605716, -2.080266], [-1.457440, 1.304119, 0.550454], [1.597766, 1.270444, -0.943324]],
  "atomic_forces_ev_per_a": [[0.14, 0.19, 0.11], [0.14, -0.09, -0.04], [-0.20, 0.24, 0.42], [-0.17, 0.13, 0.08], [-0.12, -0.25, 0.01], [0.05, -0.22, -0.38], [0.06, 0.07, -0.04], [-0.08, -0.03, -0.01], [0.03, 0.05, -0.03], [0.08, -0.17, 0.05], [0.07, 0.09, -0.17]],
  "nbo_charge": [-0.50, -0.50, -0.69, -0.26, 0.16, 0.78, 0.21, 0.21, 0.36, 0.19, 0.05]
}

No. 7
{
  "formula": "C3H5NO2",
  "method": "ωB97M-V/def2-TZVPD",
  "smiles": "C=C(O)NC=O",
  "lumo_ev": 0.71,
  "orbital_gap_ev": 9.409,
  "max_force_ev_per_a": 1.78,
  "energy_ev": -8775.80046,
  "e_homo_ev": -8.7,
  "species": ["O", "O", "N", "C", "C", "C", "H", "H", "H", "H", "H"],
  "positions_angstrom": [[-2.352012, 1.952714, -0.259446], [0.430561, -0.807380, -1.257577], [-0.643022, 0.557303, 0.290208], [1.285691, -0.871672, 0.835096], [-1.455665, 1.224962, -0.612863], [0.345207, -0.352024, 0.007647], [-1.201089, 1.013748, -1.661979], [1.387899, -1.952836, 0.773231], [1.363462, -1.111131, -1.074295], [1.685485, -0.362111, 1.689970], [-0.846519, 0.708428, 1.270009]],
  "atomic_forces_ev_per_a": [[0.35, -0.31, -0.13], [0.33, -0.31, 0.19], [0.16, 0.21, 0.01], [-0.48, 0.16, 0.87], [-0.03, 0.15, 0.02], [0.25, 0.06, 0.51], [-0.03, 0.03, 0.09], [0.70, 0.24, -0.38], [-0.80, -0.24, -1.58], [-0.44, 0.00, 0.53], [-0.01, 0.00, -0.15]],
  "nbo_charge": [-0.56, -0.67, -0.63, -0.73, 0.54, 0.53, 0.14, 0.23, 0.51, 0.22, 0.42]
}

No. 8
{
  "formula": "C3H5NO2",
  "method": "ωB97M-V/def2-TZVPD",
  "smiles": "O=CCNC=O",
  "lumo_ev": 0.64,
  "orbital_gap_ev": 10.865,
  "max_force_ev_per_a": 0.53,
  "energy_ev": -8776.78439,
  "e_homo_ev": -10.2,
  "species": ["O", "O", "N", "C", "C", "C", "H", "H", "H", "H", "H"],
  "positions_angstrom": [[-2.330300, 0.709984, 1.548266], [1.025225, -1.557554, -1.584794], [0.756510, 0.184306, -0.135442], [-0.483982, -0.307222, 0.417997], [-1.459387, 0.809959, 0.721626], [1.437147, -0.537585, -1.074104], [1.252601, 0.921742, 0.343246], [-0.932146, -0.962857, -0.339380], [-0.345162, -0.916045, 1.320062], [2.411435, -0.079945, -1.333031], [-1.331944, 1.735218, 0.115552]],
  "atomic_forces_ev_per_a": [[0.37, 0.11, -0.36], [0.14, 0.39, 0.15], [0.14, -0.06, -0.03], [-0.11, -0.13, 0.08], [-0.26, -0.12, 0.20], [-0.05, -0.09, -0.05], [-0.04, -0.11, -0.09], [0.01, 0.11, 0.10], [-0.01, 0.12, -0.10], [-0.16, -0.10, 0.02], [-0.04, -0.12, 0.08]],
  "nbo_charge": [-0.50, -0.60, -0.62, -0.35, 0.43, 0.53, 0.40, 0.27, 0.22, 0.12, 0.11]
}